Entry 1:
Entry from the Open Molecules 2025 dataset: a molecular structure, C15H33N2O13Sr (ωB97M-V with the def2-TZVPD basis set).

Each line ends with the Löwdin spin population.
Element x y z (Å)
Sr1 17.970 8.252 -0.855  0.0724
O1 21.950 9.310 -2.368  0.0003
C1 20.772 9.041 -1.810  0.0002
O2 19.724 9.673 -1.992  0.0009
O3 20.660 7.992 -1.076  0.0003
H1 22.440 8.580 -1.981  0.0000
O4 17.474 4.559 1.657  0.0009
C2 18.201 5.520 1.156  0.0002
O5 17.800 6.693 1.043  0.0018
O6 19.389 5.325 0.867  0.0001
H2 16.581 4.906 1.710  0.0000
O7 18.825 4.813 -4.134  0.0002
C3 19.218 5.428 -3.014  0.0006
O8 20.341 5.269 -2.586  0.0000
O9 18.438 6.106 -2.404  0.0003
H3 19.667 4.353 -4.145  0.0000
C4 19.321 9.346 2.231  0.0029
O10 18.305 9.590 1.243  0.0086
C5 17.597 10.821 1.383  0.0231
C6 17.427 11.568 0.027  0.0132
N1 16.804 10.594 -0.844  0.0019
C7 16.670 11.083 -2.175  0.0065
C8 16.057 10.032 -3.125  0.0070
O11 16.593 8.712 -3.045  0.0023
C9 15.958 7.875 -4.047  0.0031
H4 19.720 8.337 2.121  0.0001
H5 18.901 9.423 3.234  0.0041
H6 20.197 9.956 2.015  0.0005
H7 18.191 11.516 1.976  0.0078
H8 16.597 10.641 1.778  0.0129
H9 18.346 11.966 -0.403  0.0017
H10 16.623 12.288 0.180  0.0102
H11 15.875 10.432 -0.483  0.0006
H12 17.598 11.452 -2.611  0.0010
H13 15.946 11.893 -2.084  0.0067
H14 16.155 10.430 -4.135  0.0018
H15 14.998 9.958 -2.876  0.0045
H16 14.877 7.871 -3.909  0.0029
H17 16.351 6.880 -3.836  0.0000
H18 16.239 8.180 -5.055  0.0005
C10 14.176 4.794 2.565  0.0400
O12 15.004 5.258 1.463  0.0089
C11 14.444 5.143 0.172  0.0069
C12 15.174 6.122 -0.827  0.0014
N2 15.178 7.531 -0.288  0.0017
C13 13.853 8.208 -0.276  0.0314
C14 13.725 9.453 0.584  0.0839
O13 14.158 10.662 -0.091  0.0644
C15 13.824 11.808 0.632  0.2506
H19 14.001 3.720 2.497  0.0031
H20 13.198 5.273 2.516  0.0184
H21 14.563 4.963 3.570  0.0077
H22 13.385 5.386 0.253  0.0053
H23 14.597 4.125 -0.184  0.0009
H24 14.675 6.173 -1.795  0.0006
H25 16.220 5.833 -0.931  0.0001
H26 15.282 7.344 0.699  0.0004
H27 13.206 7.427 0.122  0.0110
H28 13.465 8.393 -1.278  0.0092
H29 14.341 9.367 1.479  0.0301
H30 12.721 9.593 0.985  0.0567
H31 14.330 12.579 0.051  0.0282
H32 14.124 11.806 1.679  0.0728
H33 12.757 12.028 0.582  0.0644

Net charge: -2
Spin multiplicity: 2
Frontier orbital gap (alpha / beta), eV: 2.18 / 6.34
HOMO energy (alpha / beta), eV: 2.2 / -1.9

Entry 2:
Entry from the Open Molecules 2025 dataset: 7 unconnected molecules or ions with the total composition C15H33N3O18 (ωB97M-V with the def2-TZVPD basis set).

Each line ends with the natural charge from an NBO analysis.
Element x y z (Å)
C1 0.057 2.463 -2.546  -0.4832
N1 -1.275 3.020 -2.095  0.5513
O1 -1.303 4.096 -1.578  -0.3672
O2 -2.220 2.262 -2.169  -0.4167
H1 0.149 2.733 -3.617  0.2289
H2 -0.017 1.399 -2.451  0.2526
H3 0.790 2.940 -1.882  0.2411
C2 1.685 2.011 3.970  -0.4885
N2 2.498 1.325 2.940  0.5288
O3 2.928 2.011 2.014  -0.3723
O4 2.643 0.100 3.056  -0.3882
H4 1.297 1.304 4.672  0.2299
H5 0.912 2.557 3.457  0.2521
H6 2.229 2.825 4.505  0.2363
C3 -1.661 0.076 0.207  -0.4807
N3 -0.633 0.873 0.982  0.5453
O5 0.138 1.513 0.291  -0.4192
O6 -0.603 0.885 2.203  -0.3969
H7 -2.390 -0.278 0.880  0.2398
H8 -1.003 -0.744 -0.177  0.2632
H9 -1.924 0.715 -0.621  0.2448
C4 -3.005 -1.437 -3.134  -0.2668
O7 -2.056 -2.482 -3.472  -0.4943
C5 -0.815 -2.099 -3.478  0.9975
O8 -0.438 -0.992 -3.255  -0.6731
O9 -0.030 -3.095 -3.880  -0.4994
C6 1.346 -2.708 -4.078  -0.2651
H10 -3.904 -1.789 -3.615  0.1994
H11 -2.599 -0.491 -3.466  0.2226
H12 -3.130 -1.374 -2.037  0.1914
H13 1.877 -3.641 -4.182  0.1987
H14 1.747 -2.075 -3.247  0.2031
H15 1.518 -2.183 -5.020  0.1893
C7 2.273 8.357 2.664  -0.2621
O10 1.488 7.235 3.022  -0.4946
C8 1.214 6.465 1.970  0.9766
O11 1.605 6.666 0.851  -0.6571
O12 0.520 5.405 2.291  -0.4975
C9 0.252 4.502 1.202  -0.2721
H16 2.019 8.689 1.674  0.2109
H17 3.338 8.083 2.673  0.1859
H18 1.988 9.091 3.441  0.1921
H19 -0.620 3.970 1.515  0.1870
H20 1.103 3.836 1.083  0.2065
H21 -0.045 4.951 0.266  0.2203
C10 -1.398 -3.114 3.383  -0.2548
O13 -1.771 -4.148 2.515  -0.4970
C11 -2.149 -3.807 1.295  0.9944
O14 -2.218 -2.652 0.953  -0.6797
O15 -2.467 -4.878 0.640  -0.4878
C12 -2.898 -4.615 -0.737  -0.2684
H22 -2.162 -2.342 3.464  0.1946
H23 -0.435 -2.700 3.076  0.1916
H24 -1.258 -3.568 4.372  0.1937
H25 -2.425 -3.668 -1.016  0.2287
H26 -4.006 -4.610 -0.730  0.1933
H27 -2.537 -5.423 -1.348  0.1923
C13 0.912 -5.705 -0.999  -0.2425
O16 1.855 -4.591 -1.173  -0.4990
C14 1.455 -3.404 -0.779  0.9863
O17 0.321 -2.976 -0.676  -0.6832
O18 2.490 -2.609 -0.526  -0.4919
C15 2.170 -1.310 -0.225  -0.2650
H28 1.041 -6.005 0.020  0.1955
H29 1.255 -6.444 -1.700  0.1994
H30 -0.049 -5.371 -1.257  0.2010
H31 3.079 -0.703 -0.393  0.2032
H32 1.933 -1.390 0.827  0.1961
H33 1.322 -0.938 -0.813  0.1986

Net charge: 0
Frontier orbital gap, eV: 10.85
HOMO energy, eV: -10.5
Energy relative to the best compared isomer or geometry (same formula, charge and spin), eV: 0.000

Entry 3:
Entry from the Open Molecules 2025 dataset: 3 unconnected molecules or ions with the total composition C15H34IN2O3 (ωB97M-V with the def2-TZVPD basis set).

Each line ends with the natural charge from an NBO analysis.
Element x y z (Å)
I1 -0.569 0.212 1.623  -0.9609
C1 3.139 1.678 -2.348  -0.6124
C2 2.028 2.682 -2.025  0.0903
C3 2.382 3.921 -2.815  -0.3916
C4 1.284 4.965 -2.864  -0.4044
C5 0.023 4.399 -3.490  -0.4115
C6 -0.428 3.130 -2.783  0.1386
N1 0.723 2.207 -2.536  -0.2005
O1 0.399 0.889 -2.086  -0.5791
C7 -1.194 3.529 -1.428  -0.6507
C8 -1.494 2.439 -3.659  -0.6260
C9 2.012 3.180 -0.573  -0.6529
H1 3.176 1.513 -3.424  0.2058
H2 3.054 0.655 -1.980  0.2306
H3 4.195 1.922 -2.231  0.2058
H4 3.320 4.426 -2.585  0.2096
H5 2.455 3.687 -3.877  0.1965
H6 1.641 5.881 -3.335  0.2019
H7 1.037 5.463 -1.926  0.1969
H8 0.220 4.238 -4.550  0.1995
H9 -0.814 5.096 -3.512  0.2088
H10 -1.424 2.702 -0.756  0.2531
H11 -0.498 4.258 -1.013  0.1956
H12 -2.052 4.154 -1.674  0.1926
H13 -1.676 1.384 -3.452  0.2407
H14 -2.445 2.926 -3.873  0.2043
H15 -1.113 2.301 -4.671  0.1937
H16 2.747 2.675 0.054  0.2184
H17 1.050 2.928 -0.125  0.2452
H18 2.257 4.234 -0.445  0.1979
H19 0.326 0.933 -1.130  0.4813
C10 2.214 -4.480 3.972  -0.2489
O2 1.567 -3.330 3.475  -0.5224
C11 1.324 -3.311 2.096  -0.0896
C12 0.140 -4.235 1.704  -0.2683
N2 -1.035 -3.351 2.049  -0.5901
C13 -2.174 -4.299 2.119  -0.2472
C14 -3.438 -3.473 2.467  -0.0882
O3 -3.454 -2.977 3.850  -0.5147
C15 -4.055 -3.875 4.708  -0.2372
H20 1.756 -5.411 3.639  0.1507
H21 2.336 -4.531 5.054  0.1815
H22 3.270 -4.503 3.702  0.1511
H23 2.211 -3.444 1.476  0.1418
H24 1.082 -2.251 2.018  0.2541
H25 0.214 -5.159 2.277  0.1859
H26 0.132 -4.378 0.623  0.1738
H27 -1.209 -2.762 1.247  0.3740
H28 -2.057 -5.057 2.894  0.1760
H29 -2.313 -4.864 1.196  0.1533
H30 -4.287 -4.050 2.100  0.1581
H31 -3.304 -2.548 1.905  0.2116
H32 -3.905 -3.505 5.722  0.1827
H33 -3.643 -4.881 4.635  0.1491
H34 -5.134 -3.933 4.561  0.1461

Net charge: -1
Frontier orbital gap, eV: 6.80
HOMO energy, eV: -3.8

Entry 4:
Entry from the Open Molecules 2025 dataset: 4 unconnected molecules or ions with the total composition C15H34NO4S (ωB97M-V with the def2-TZVPD basis set).

Each line ends with the natural charge from an NBO analysis.
Element x y z (Å)
C1 0.426 2.557 3.936  -0.2483
O1 -0.427 2.744 2.825  -0.5593
C2 0.228 2.881 1.574  -0.0748
C3 -0.548 2.128 0.493  -0.4701
C4 0.170 0.911 -0.090  -0.4946
S1 -0.445 -0.564 0.769  0.6547
C5 0.899 -1.737 1.034  -0.5276
C6 1.228 -2.498 -0.255  -0.2465
N1 1.293 -1.621 -1.407  -0.8863
H1 0.921 1.577 3.910  0.1533
H2 1.197 3.333 3.985  0.1812
H3 -0.191 2.619 4.829  0.2077
H4 0.255 3.935 1.290  0.2169
H5 1.261 2.520 1.656  0.1664
H6 -0.809 2.799 -0.324  0.2721
H7 -1.499 1.837 0.951  0.2299
H8 1.251 0.934 0.030  0.2490
H9 -0.042 0.735 -1.140  0.2636
H10 -0.473 -0.012 1.992  0.1662
H11 1.745 -1.193 1.451  0.2391
H12 0.497 -2.425 1.782  0.2611
H13 2.202 -2.955 -0.073  0.2258
H14 0.514 -3.319 -0.367  0.2155
H15 0.491 -1.738 -2.014  0.3677
H16 2.114 -1.805 -1.975  0.4265
C7 -4.070 -5.088 1.512  -0.7233
C8 -2.886 -4.414 0.877  0.5994
O2 -1.783 -4.913 0.857  -0.5536
C9 -3.103 -3.047 0.266  -0.7187
H17 -3.778 -6.052 1.918  0.2455
H18 -4.478 -4.458 2.305  0.2347
H19 -4.864 -5.221 0.774  0.2397
H20 -3.420 -2.334 1.030  0.2271
H21 -3.877 -3.062 -0.502  0.2427
H22 -2.160 -2.734 -0.176  0.2083
C10 5.050 -4.167 -3.661  -0.7225
C11 4.050 -3.161 -4.163  0.6275
O3 3.292 -2.584 -3.410  -0.6056
C12 4.033 -2.902 -5.644  -0.7232
H23 4.974 -4.273 -2.582  0.2325
H24 4.879 -5.131 -4.142  0.2408
H25 6.060 -3.853 -3.933  0.2409
H26 3.835 -3.832 -6.181  0.2401
H27 5.015 -2.554 -5.971  0.2406
H28 3.277 -2.162 -5.891  0.2372
C13 -1.973 5.775 2.278  -0.7324
C14 -1.980 6.022 0.788  0.6154
O4 -1.494 5.212 0.025  -0.5839
C15 -2.612 7.295 0.295  -0.7227
H29 -1.476 4.824 2.447  0.2381
H30 -1.457 6.583 2.800  0.2353
H31 -2.995 5.744 2.657  0.2369
H32 -2.108 8.155 0.739  0.2377
H33 -3.654 7.339 0.616  0.2370
H34 -2.555 7.350 -0.788  0.2396

Net charge: +1
Frontier orbital gap, eV: 9.33
HOMO energy, eV: -11.8
Energy relative to the best compared isomer or geometry (same formula, charge and spin), eV: 0.000

no.,largest force on an atom (eV Å⁻¹),total energy (eV)
1,6.4,-46524.6295
2,3.5,-57406.6957
3,3.9,-33327.9266
4,0.4,-36614.5154